Record 1
The following is a quantum chemistry calculation of the molecule C5H7N3 in a non-equilibrium geometry, from OMol25.

Structure (XYZ):
```
15
Properties=species:S:1:pos:R:3:lowdin_charge:R:1
N -0.952 -1.840 -0.222 0.065
H -0.064 2.311 -1.085 0.089
C -0.445 0.376 0.048 -0.309
C -1.852 0.269 0.175 -0.040
H 0.755 2.146 0.586 0.077
H 3.241 -0.983 0.085 0.113
N 1.350 -1.402 -0.459 0.076
H -2.412 1.243 0.563 0.141
H -3.047 -1.532 0.055 0.077
H 1.237 1.034 -0.959 0.097
H 1.750 -0.293 1.291 0.099
C 0.403 1.602 -0.329 -0.054
N -0.011 -0.925 -0.101 -0.203
C -2.072 -1.139 -0.053 -0.171
C 2.119 -0.866 0.404 -0.056
```

## Properties
Kohn-Sham gap: 9.826 eV
2S+1: 1
ΔE to the lowest compared entry with this formula, charge and spin: 94.4 kcal/mol
SMILES: C=Nn1nccc1C
Largest force on an atom: 3.3 eV/A



Record 2
The following is a quantum chemistry calculation of the molecule C5H7N3 in a non-equilibrium geometry, from OMol25.

Structure (XYZ):
```
15
Properties=species:S:1:pos:R:3:lowdin_charge:R:1
H 3.085 0.045 -0.210 0.030
C -1.625 1.199 -0.232 -0.202
N 2.545 -0.763 0.034 0.121
C -0.361 1.582 -0.490 -0.188
H -2.902 -0.442 0.271 0.174
H -2.811 1.581 -0.686 0.179
H 1.595 1.696 -0.220 0.134
C 0.255 -1.458 0.111 -0.109
N -1.902 0.089 0.802 -0.049
C 1.300 -0.468 -0.084 -0.415
H 0.524 -2.590 0.086 0.144
H -1.599 -2.228 0.698 0.136
C -0.996 -1.212 0.416 -0.123
N 0.930 0.908 -0.399 0.029
H -0.352 2.441 -1.333 0.138
```

## Properties
Kohn-Sham gap: 9.033 eV
2S+1: 1
ΔE to the lowest compared entry with this formula, charge and spin: 131.8 kcal/mol
SMILES: [H]/N=C1/C=CNC=CN1
Largest force on an atom: 7.0 eV/A